# 1
15
Properties=species:S:1:pos:R:3:lowdin_charge:R:1 method="wB97M-V/def2-TZVPD" e_above_lowest_ev=2.107 total_energy_ev=-6355.69626 charge=0 homo_ev=-9.99 gap_ha=0.4028 lumo_energy_ev=0.98
C 1.38 -1.10 0.40 -0.105
C 0.85 -0.21 -0.73 -0.258
C -0.49 0.44 -0.44 -0.524
C -0.48 1.49 0.66 -0.063
O -1.36 -0.58 -0.03 -0.097
H 0.63 -1.28 1.11 0.025
H 2.55 -0.71 0.64 0.153
H 1.54 -2.09 -0.08 0.074
H 1.44 0.74 -1.15 0.146
H 0.57 -0.80 -1.71 0.134
H -1.12 0.70 -1.37 0.168
H -1.45 1.93 0.58 0.059
H -0.14 1.11 1.67 0.096
H 0.22 2.40 0.45 0.104
H -0.91 -1.02 0.76 0.090


# 2
80
Properties=species:S:1:pos:R:3:lowdin_charge:R:1 method="wB97M-V/def2-TZVPD" e_above_lowest_ev=1.128 total_energy_ev=-61203.94339 charge=+1 homo_ev=-9.47 gap_ha=0.2298 lumo_energy_ev=-3.21
Sn -0.44 0.60 -0.64 1.448
C -0.56 -3.97 -0.04 -0.030
C -0.52 -2.59 0.19 -0.150
N -1.05 -1.71 -0.63 -0.051
C -1.72 -2.11 -1.73 -0.166
C -1.86 -3.50 -2.02 -0.151
C -1.23 -4.41 -1.16 0.020
C -2.62 -3.89 -3.13 -0.043
C -3.31 -2.94 -3.83 -0.064
C -3.23 -1.58 -3.52 -0.008
C -2.36 -1.11 -2.54 -0.227
N -2.09 0.18 -2.18 -0.107
C -2.75 1.29 -2.66 -0.237
C -3.26 1.50 -3.93 -0.014
C -3.95 2.68 -4.27 -0.059
C -4.17 3.67 -3.35 -0.035
C -3.63 3.53 -2.06 -0.149
C -3.78 4.53 -1.07 0.015
C -3.25 4.33 0.17 -0.030
C -2.52 3.16 0.41 -0.123
N -2.32 2.24 -0.50 -0.009
C -2.89 2.37 -1.72 -0.167
H -0.08 -4.64 0.64 0.113
H -0.05 -2.20 1.08 0.096
H -1.31 -5.47 -1.37 0.125
H -2.66 -4.94 -3.40 0.113
H -3.94 -3.24 -4.66 0.112
H -3.87 -0.91 -4.06 0.093
H -3.10 0.78 -4.71 0.105
H -4.32 2.79 -5.27 0.112
H -4.71 4.57 -3.60 0.116
H -4.32 5.43 -1.31 0.125
H -3.36 5.06 0.95 0.111
H -2.08 3.00 1.39 0.094
C 3.56 -0.79 2.56 -0.040
C 2.56 -0.05 1.94 -0.155
N 2.01 -0.40 0.79 0.015
C 2.50 -1.47 0.16 -0.141
C 3.54 -2.25 0.66 -0.193
C 4.04 -1.91 1.91 -0.001
C 4.11 -3.40 -0.04 -0.029
C 4.35 -3.54 -1.35 -0.023
C 4.23 -2.55 -2.42 -0.267
C 4.44 -2.95 -3.74 0.009
C 4.36 -1.96 -4.71 -0.115
N 4.13 -0.69 -4.41 0.085
C 3.96 -0.42 -3.13 -0.201
N 3.98 -1.27 -2.12 0.125
H 3.95 -0.50 3.52 0.111
H 2.20 0.86 2.39 0.079
H 2.02 -1.71 -0.78 0.101
H 4.82 -2.51 2.36 0.123
H 4.41 -4.21 0.61 0.117
H 4.78 -4.47 -1.69 0.111
H 4.65 -3.97 -4.00 0.112
H 4.49 -2.18 -5.76 0.113
H 3.79 0.62 -2.86 0.111
C 2.00 4.21 1.75 -0.026
C 1.52 3.34 0.78 -0.130
N 0.61 2.42 1.04 -0.077
C 0.14 2.31 2.27 -0.173
C 0.51 3.14 3.32 -0.191
C 1.48 4.11 3.02 0.004
C -0.12 3.14 4.63 -0.034
C -0.77 2.18 5.30 -0.014
C -0.96 0.75 5.05 -0.274
C -0.05 -0.11 4.42 -0.006
C -0.40 -1.45 4.38 -0.129
N -1.53 -1.91 4.90 0.087
C -2.31 -1.02 5.48 -0.196
N -2.08 0.27 5.59 0.131
H 2.76 4.94 1.51 0.113
H 1.87 3.37 -0.25 0.114
H -0.59 1.52 2.41 0.107
H 1.81 4.78 3.80 0.123
H -0.08 4.11 5.11 0.117
H -1.26 2.48 6.22 0.117
H 0.89 0.23 4.02 0.086
H 0.26 -2.19 3.94 0.107
H -3.23 -1.39 5.92 0.114


# 3
45
Properties=species:S:1:pos:R:3:lowdin_charge:R:1 method="wB97M-V/def2-TZVPD" e_above_lowest_ev=3.836 total_energy_ev=-27056.31017 charge=+1 homo_ev=-13.15 gap_ha=0.3911 lumo_energy_ev=-2.50
C -3.93 0.37 0.03 -0.217
O -3.96 1.68 0.70 -0.122
C -2.46 -0.12 0.14 -0.165
C -1.50 0.38 -1.05 -0.159
C -0.31 1.06 -0.42 -0.162
N 2.56 1.74 0.15 0.200
C 2.21 0.64 -0.57 -0.123
N 0.94 0.37 -0.86 0.082
H -4.28 0.47 -1.05 0.127
H -4.64 -0.36 0.59 0.135
H -4.81 1.97 1.07 0.109
H -2.36 -1.28 0.08 0.130
H -2.16 0.17 1.23 0.102
H -1.25 -0.50 -1.73 0.110
H -2.04 1.20 -1.74 0.153
H -0.33 1.07 0.71 0.088
H -0.34 2.16 -0.83 0.162
H 3.53 1.73 0.47 0.139
H 1.86 2.39 0.47 0.066
H 2.96 -0.11 -0.92 0.147
H 0.87 -0.14 -1.61 0.024
H 1.44 -2.66 -0.36 -0.068
H 1.04 -3.10 0.96 0.095
O 1.72 -2.63 0.46 0.036
H -1.56 -4.53 -1.47 0.080
H -1.75 -3.64 -2.71 0.054
O -1.07 -4.16 -2.25 -0.065
H 3.78 -0.37 -4.02 0.041
H 4.69 -0.32 -2.78 0.033
O 3.85 -0.09 -3.12 -0.020
H 1.21 0.38 2.75 0.099
H 0.08 0.56 3.88 0.067
O 0.12 0.35 2.92 -0.162
H 2.14 -1.27 1.30 0.066
H 2.99 -0.96 2.71 0.094
O 2.52 -0.50 1.95 -0.154
H -2.62 2.09 1.87 0.008
H -1.58 1.32 2.64 0.065
O -1.71 2.23 2.18 -0.112
H 0.40 2.84 2.64 0.024
H -0.22 3.31 1.45 -0.001
O 0.64 3.21 1.80 -0.049
H 1.77 -2.02 -2.87 0.064
H 0.52 -2.81 -2.51 -0.019
O 1.04 -2.10 -2.26 -0.003


# 4
13
Properties=species:S:1:pos:R:3:lowdin_charge:R:1 method="wB97M-V/def2-TZVPD" e_above_lowest_ev=5.598 total_energy_ev=-6782.91498 charge=0 homo_ev="-7.18 / -6.25" gap_ha="0.2846 / 0.2427" lumo_energy_ev="0.57 / 0.35"
C 0.07 0.12 1.95 -0.221
C -0.48 1.13 1.35 -0.116
C 0.50 -1.06 1.09 -0.014
C -0.73 1.77 0.04 -0.123
C 0.57 -1.53 -1.41 -0.091
N 0.43 -1.25 -0.05 0.007
H -0.06 0.06 3.06 0.083
H -1.75 2.13 0.02 0.062
H -0.72 1.07 -0.86 0.069
H 0.06 2.51 -0.02 0.075
H 0.43 -0.63 -1.93 0.058
H 0.02 -2.42 -1.70 0.088
H 1.66 -1.89 -1.55 0.123


# 5
13
Properties=species:S:1:pos:R:3:mulliken_spin:R:1 method="wB97M-V/def2-TZVPD" e_above_lowest_ev=0.616 total_energy_ev=-5301.73125 charge=0 homo_ev="-11.36 / -11.36" multiplicity=2 gap_ha="0.4522 / 0.3388" lumo_energy_ev="0.94 / -2.14"
O 1.40 0.91 -1.96 1.006
H 1.13 1.84 -2.09 -0.022
C -1.14 0.73 0.80 -0.001
C -0.54 -0.52 0.11 0.017
C 0.31 -1.31 1.09 -0.002
H -0.44 1.15 1.52 0.000
H -1.39 1.48 0.06 0.001
H -2.07 0.48 1.32 0.001
H -1.39 -1.15 -0.15 0.000
H 0.02 -0.21 -0.77 -0.002
H 0.52 -2.32 0.75 0.000
H -0.22 -1.40 2.04 0.001
H 1.28 -0.85 1.27 0.000


# 6
13
Properties=species:S:1:pos:R:3:lowdin_charge:R:1 method="wB97M-V/def2-TZVPD" e_above_lowest_ev=0.461 total_energy_ev=-18626.58562 charge=0 homo_ev=-8.06 gap_ha=0.3152 lumo_energy_ev=0.52
C 1.80 -0.08 -0.09 -0.091
C 1.13 1.08 -0.02 -0.058
C -0.28 0.87 -0.05 -0.269
N -1.50 1.50 0.02 0.030
C -2.47 0.65 0.00 -0.462
S -2.04 -1.05 0.02 1.036
C -0.44 -0.60 -0.20 -0.525
C 0.85 -1.24 -0.01 -0.220
H 2.94 -0.22 -0.03 0.133
H 1.51 2.06 0.04 0.095
H -3.48 0.95 0.05 0.056
H 0.74 -1.77 0.91 0.110
H 1.25 -2.17 -0.64 0.165


# 7
16
Properties=species:S:1:pos:R:3:lowdin_charge:R:1 method="wB97M-V/def2-TZVPD" e_above_lowest_ev=0.780 total_energy_ev=-17087.82417 charge=0 homo_ev=-7.35 gap_ha=0.2915 lumo_energy_ev=0.58
C 0.17 -1.83 -1.23 -0.077
N 0.48 -0.67 -0.43 -0.087
C 1.26 -0.71 0.58 -0.236
N 1.52 0.37 1.32 0.123
H 0.51 -1.69 -2.25 0.085
H -0.91 -1.98 -1.23 0.085
H 0.64 -2.72 -0.81 0.078
H 0.02 0.48 -0.61 -0.086
H 1.70 -1.65 0.91 0.141
H 1.17 1.28 0.99 0.036
H 2.14 0.32 2.10 0.102
C -1.84 1.72 0.21 -0.566
S -0.36 2.11 -0.80 0.387
H -1.57 1.30 1.18 0.005
H -2.40 2.63 0.39 0.000
H -2.51 1.03 -0.30 0.008


# 8
8
Properties=species:S:1:pos:R:3:lowdin_charge:R:1 method="wB97M-V/def2-TZVPD" e_above_lowest_ev=3.382 total_energy_ev=-81739.06973 charge=0 homo_ev=-10.65 gap_ha=0.3661 lumo_energy_ev=-0.69
C 0.62 -0.03 0.03 -0.283
F -1.69 0.92 2.23 -0.582
Si -1.07 -0.68 0.60 0.394
Br -0.80 -2.42 1.89 0.391
H 1.38 -0.50 0.77 0.045
H 0.98 -0.32 -0.90 -0.030
H 0.89 1.14 0.12 0.100
H -2.36 -0.22 0.00 -0.036